1.
ORCA calculation (ωB97M-V with the def2-TZVPD basis set) on C5H10O2 as an isolated structure in a non-equilibrium geometry.

Geometry as XYZ:
```
17
C5H10O2 | the Open Molecules 2025 dataset | ωB97M-V with the def2-TZVPD basis set
C -2.18 -0.46 -0.61
C -0.80 0.17 -0.70
C -0.05 -0.05 0.65
O 0.32 -1.37 0.95
C 1.25 0.67 0.56
C 2.21 0.36 -0.56
O 2.09 -0.45 -1.45
H -2.73 -0.34 -1.55
H -2.05 -1.52 -0.39
H -2.76 0.00 0.20
H -0.20 -0.26 -1.50
H -0.89 1.26 -0.90
H -0.68 0.39 1.45
H 1.23 -1.20 1.47
H 1.93 -0.03 1.48
H 1.09 1.78 0.62
H 3.15 0.92 -0.41
```

Calculated values
- Molar mass: 102.13 g mol⁻¹
- Highest occupied orbital energy: -9.8 eV
- Relative energy (zero: lowest compared OMol25 entry of this formula, charge and spin): 3.114 eV
- Gap between HOMO and LUMO: 10.187 eV
- Spin multiplicity: 1
- Net charge: 0

Mulliken population analysis, charges in e, atoms 1 to 2: atom 1 (C): -1.2719, atom 2 (C): -0.4504

2.
ORCA calculation (ωB97M-V with the def2-TZVPD basis set) on C5H10O2 in the gas phase.

Geometry as XYZ:
```
17
C5H10O2 | the Open Molecules 2025 dataset | ωB97M-V with the def2-TZVPD basis set
C -0.69 0.15 2.35
O -0.22 -0.16 1.05
C -1.02 0.69 -0.25
C 0.96 0.53 0.54
C 0.39 0.60 -0.87
C 0.73 -0.67 -1.66
O -0.15 -0.87 -2.74
H -1.70 -0.26 2.42
H -0.73 1.24 2.49
H -0.04 -0.33 3.09
H -1.65 -0.15 -0.62
H 1.03 1.52 1.01
H 1.86 -0.06 0.73
H 0.66 1.50 -1.43
H 1.74 -0.60 -2.11
H 0.73 -1.53 -0.98
H -1.04 -0.92 -2.37
```

Calculated values
- Molar mass: 102.13 g mol⁻¹
- Highest occupied orbital energy: -7.8 eV
- Relative energy (zero: lowest compared OMol25 entry of this formula, charge and spin): 5.809 eV
- Gap between HOMO and LUMO: 8.587 eV
- Spin multiplicity: 1
- Net charge: 0

Mulliken population analysis, charges in e, atoms 1 to 2: atom 1 (C): -0.7219, atom 2 (O): -0.1064

3.
ORCA calculation (ωB97M-V with the def2-TZVPD basis set) on a 2-piece molecular cluster, C5H10O2 overall in a non-equilibrium geometry.

Geometry as XYZ:
```
17
C5H10O2 | the Open Molecules 2025 dataset | ωB97M-V with the def2-TZVPD basis set
C -2.85 0.44 0.07
C -1.61 0.37 -0.76
C -0.50 1.08 -0.52
C 0.86 0.70 -0.81
C 1.88 1.08 -0.03
O 2.96 0.29 0.27
H -3.71 0.70 -0.55
H -3.07 -0.56 0.44
H -2.75 1.22 0.82
H -1.55 -0.28 -1.63
H -0.65 1.91 0.18
H 1.04 -0.20 -1.38
H 1.66 1.85 0.71
H 2.61 -0.48 0.75
O 2.21 -2.42 0.79
H 1.50 -2.55 1.45
H 1.95 -3.12 0.18
```

Calculated values
- Molar mass: 102.13 g mol⁻¹
- Highest occupied orbital energy: -8.0 eV
- Relative energy (zero: lowest compared OMol25 entry of this formula, charge and spin): 2.960 eV
- Gap between HOMO and LUMO: 8.406 eV
- Spin multiplicity: 1
- Net charge: 0

Mulliken population analysis, charges in e, atoms 1 to 2: atom 1 (C): -1.0397, atom 2 (C): -0.1270

4.
ORCA calculation (ωB97M-V with the def2-TZVPD basis set) on C5H10O2 in the gas phase.

Geometry as XYZ:
```
17
C5H10O2 | the Open Molecules 2025 dataset | ωB97M-V with the def2-TZVPD basis set
C 0.78 -2.12 -0.07
O 0.29 -1.07 0.72
C -0.73 -0.32 0.13
C -1.44 0.57 1.14
O -1.12 1.76 0.42
C -0.35 1.03 -0.56
C 1.10 1.46 -0.57
H 0.21 -3.04 0.11
H 0.73 -1.88 -1.14
H 1.83 -2.30 0.21
H -1.38 -0.96 -0.48
H -0.95 0.53 2.12
H -2.52 0.43 1.26
H -0.80 1.15 -1.56
H 1.57 1.25 -1.53
H 1.12 2.54 -0.41
H 1.67 0.98 0.22
```

Calculated values
- Molar mass: 102.13 g mol⁻¹
- Highest occupied orbital energy: -9.7 eV
- Relative energy (zero: lowest compared OMol25 entry of this formula, charge and spin): 2.571 eV
- Gap between HOMO and LUMO: 10.682 eV
- Spin multiplicity: 1
- Net charge: 0

Mulliken population analysis, charges in e, atoms 1 to 2: atom 1 (C): -0.7687, atom 2 (O): -0.4202

5.
ORCA calculation (ωB97M-V with the def2-TZVPD basis set) on C5H10O2 in the gas phase.

Geometry as XYZ:
```
17
C5H10O2 | the Open Molecules 2025 dataset | ωB97M-V with the def2-TZVPD basis set
C -2.04 0.34 -1.16
O -0.82 -0.29 -0.86
C 0.16 0.63 -0.50
C 0.16 1.17 0.91
C 1.20 0.17 0.46
C 1.16 -1.26 0.96
O 1.71 -2.15 0.01
H -1.92 1.10 -1.94
H -2.46 0.83 -0.26
H -2.73 -0.44 -1.51
H 0.44 1.30 -1.31
H 0.47 2.20 1.07
H -0.62 0.80 1.57
H 2.21 0.54 0.28
H 1.77 -1.36 1.86
H 0.13 -1.54 1.21
H 1.17 -2.06 -0.79
```

Calculated values
- Molar mass: 102.13 g mol⁻¹
- Highest occupied orbital energy: -9.8 eV
- Relative energy (zero: lowest compared OMol25 entry of this formula, charge and spin): 2.476 eV
- Gap between HOMO and LUMO: 10.806 eV
- Spin multiplicity: 1
- Net charge: 0

Mulliken population analysis, charges in e, atoms 1 to 2: atom 1 (C): -0.7781, atom 2 (O): -0.3327

6.
ORCA calculation (ωB97M-V with the def2-TZVPD basis set) on C5H10O2 in the gas phase in a non-equilibrium geometry.

Geometry as XYZ:
```
17
C5H10O2 | the Open Molecules 2025 dataset | ωB97M-V with the def2-TZVPD basis set
C -2.38 -0.48 -0.43
C -1.18 0.43 -0.60
C 0.05 -0.08 0.16
O 0.34 -1.57 -0.29
C 1.25 0.83 -0.18
C 2.54 0.38 0.44
O 2.84 -0.79 0.59
H -3.24 -0.14 -1.01
H -2.11 -1.49 -0.75
H -2.66 -0.52 0.63
H -0.90 0.49 -1.67
H -1.45 1.47 -0.33
H -0.04 -0.78 1.02
H 1.26 -1.69 0.01
H 1.10 1.90 0.02
H 1.39 0.77 -1.28
H 3.25 1.17 0.77
```

Calculated values
- Molar mass: 102.13 g mol⁻¹
- Highest occupied orbital energy: -9.5 eV
- Relative energy (zero: lowest compared OMol25 entry of this formula, charge and spin): 2.953 eV
- Gap between HOMO and LUMO: 10.285 eV
- Spin multiplicity: 1
- Net charge: 0

Mulliken population analysis, charges in e, atoms 1 to 2: atom 1 (C): -1.2912, atom 2 (C): -0.3624

7.
ORCA calculation (ωB97M-V with the def2-TZVPD basis set) on C5H10O2 in the gas phase.

Geometry as XYZ:
```
17
C5H10O2 | the Open Molecules 2025 dataset | ωB97M-V with the def2-TZVPD basis set
C 0.09 0.94 -1.32
C 0.43 1.12 0.17
O -0.66 1.56 0.98
C 0.90 -0.15 0.89
C 0.25 -1.48 0.45
C -1.19 -1.41 -0.02
O -1.65 -2.13 -0.88
H 1.00 0.70 -1.88
H -0.63 0.14 -1.52
H -0.32 1.86 -1.74
H 1.23 1.86 0.22
H -1.34 1.99 0.46
H 1.99 -0.26 0.81
H 0.69 0.04 1.94
H 0.25 -2.17 1.31
H 0.82 -1.97 -0.34
H -1.83 -0.65 0.47
```

Calculated values
- Molar mass: 102.13 g mol⁻¹
- Highest occupied orbital energy: -9.6 eV
- Relative energy (zero: lowest compared OMol25 entry of this formula, charge and spin): 1.575 eV
- Gap between HOMO and LUMO: 10.488 eV
- Spin multiplicity: 1
- Net charge: 0

Mulliken population analysis, charges in e, atoms 1 to 2: atom 1 (C): -1.3585, atom 2 (C): 0.2632

8.
ORCA calculation (ωB97M-V with the def2-TZVPD basis set) on C5H10O2 in the gas phase.

Geometry as XYZ:
```
17
C5H10O2 | the Open Molecules 2025 dataset | ωB97M-V with the def2-TZVPD basis set
C -1.74 -0.39 0.95
C -0.24 -0.28 1.10
O 0.33 -0.53 2.15
C 0.64 0.15 -0.11
C 0.73 -1.03 -1.10
C 0.15 1.47 -0.72
O 1.94 0.39 0.36
H -2.16 0.57 0.65
H -2.18 -0.70 1.91
H -2.01 -1.12 0.18
H 1.51 -1.65 -0.67
H 1.08 -0.69 -2.08
H -0.18 -1.62 -1.24
H 0.85 1.74 -1.52
H 0.17 2.26 0.03
H -0.85 1.40 -1.16
H 1.96 0.02 1.26
```

Calculated values
- Molar mass: 102.13 g mol⁻¹
- Highest occupied orbital energy: -10.0 eV
- Relative energy (zero: lowest compared OMol25 entry of this formula, charge and spin): 0.875 eV
- Gap between HOMO and LUMO: 10.875 eV
- Spin multiplicity: 1
- Net charge: 0

Mulliken population analysis, charges in e, atoms 1 to 2: atom 1 (C): -1.2731, atom 2 (C): 0.7820